Entry 1:
A cluster of 4 separate species, C21H51FI2NO14P3S in total at a distorted geometry. Source: the OMol25 dataset; level of theory: the ωB97M-V functional and the def2-TZVPD basis.

Properties
LUMO level: -2.22 eV
Frontier orbital gap: 0.2741 Eh
HOMO: -9.68 eV
SMILES: C[C@@H](I)[C@H](I)NS(=O)(=O)F.CCOP(=O)(OCC)OCC.CCOP(=O)(OCC)OCC.CCOP(=O)(OCC)OCC
Total energy: -4056.05957 Eh

Last column: Mulliken charge in e.
Positions of all 94 atoms, in Å:
C  2.69885  -6.05868  -4.48424  -0.864
C  2.86220  -4.44877  -4.76532  -0.508
I  4.18802  -4.04508  -6.51466  0.101
C  1.44009  -3.71232  -5.12052  -0.620
I  1.84024  -1.52183  -4.97363  0.199
N  0.26260  -4.15259  -4.27858  -0.295
S  -0.88300  -5.12682  -5.18698  1.061
O  -2.02767  -5.55658  -4.19738  -0.545
O  -0.25676  -6.44386  -5.75321  -0.493
F  -1.64435  -4.29242  -6.48694  -0.258
H  3.65415  -6.45694  -3.89879  0.288
H  2.59773  -6.62009  -5.51958  0.303
H  1.72606  -6.32816  -3.86277  0.244
H  3.41886  -3.98335  -3.84375  0.454
H  1.22756  -3.91459  -6.26292  0.531
H  -0.27220  -3.25362  -4.08188  0.394
C  -4.57237  1.73692  -1.78236  -0.793
C  -3.70618  1.10285  -2.85373  -0.314
O  -2.94271  2.07514  -3.54626  -0.381
P  -1.69688  2.78843  -2.71804  1.285
O  -0.72340  1.59919  -2.90669  -0.684
O  -1.03287  3.62420  -3.99805  -0.475
C  0.30243  3.41140  -4.43025  -0.396
C  0.32427  2.44082  -5.59834  -0.977
O  -2.78452  4.11715  -2.50726  -0.364
C  -2.73795  5.32028  -3.25728  -0.160
C  -3.41042  5.17277  -4.61139  -1.071
H  -3.95540  2.16923  -0.98831  0.076
H  -5.23679  0.99355  -1.33162  0.413
H  -5.17694  2.54767  -2.20004  0.217
H  -3.04478  0.34556  -2.42403  0.275
H  -4.34435  0.60577  -3.59110  0.323
H  0.94443  3.08101  -3.60718  0.312
H  0.69619  4.37756  -4.76262  0.345
H  -0.17185  1.49592  -5.35277  0.201
H  1.35078  2.22526  -5.90677  0.387
H  -0.21797  2.86202  -6.45200  0.260
H  -1.71087  5.69834  -3.33888  0.261
H  -3.28603  6.07164  -2.68071  0.364
H  -2.97123  4.37638  -5.21727  0.233
H  -3.34612  6.10888  -5.17644  0.377
H  -4.46795  4.91696  -4.48327  0.299
C  -2.14100  0.19976  4.43139  -1.060
C  -1.49983  1.34422  5.19249  -0.394
O  -0.97016  2.32025  4.31236  -0.284
P  -2.05560  3.25508  3.47883  1.095
O  -2.34912  4.19942  4.67031  -0.729
O  -0.96105  4.32178  2.81401  -0.368
C  -1.01537  5.71771  3.06607  -0.418
C  -0.05475  6.08370  4.18420  -1.122
O  -1.72765  2.19999  2.14761  -0.400
C  -0.88219  2.52345  1.05546  0.229
C  0.58493  2.31829  1.39170  -1.000
H  -3.02799  0.54165  3.88875  0.349
H  -2.44609  -0.59750  5.11586  0.436
H  -1.44798  -0.21229  3.69164  0.182
H  -2.21548  1.80786  5.87694  0.284
H  -0.66761  0.96198  5.79195  0.318
H  -2.03752  6.04986  3.27499  0.366
H  -0.70458  6.22778  2.14836  0.349
H  -0.24833  5.50537  5.09379  0.274
H  -0.12564  7.14751  4.42627  0.382
H  0.97572  5.85866  3.88815  0.286
H  -1.08811  3.53354  0.67889  0.207
H  -1.14706  1.84296  0.24051  0.251
H  0.90656  2.90376  2.25657  0.265
H  1.21634  2.59057  0.53910  0.436
H  0.77311  1.26829  1.64128  0.095
C  1.64056  -0.36248  4.86357  -0.490
C  2.64605  -1.41364  5.29277  -0.699
O  2.53260  -2.58990  4.51086  -0.304
P  3.03835  -2.50175  2.93502  1.004
O  4.54239  -2.63478  3.27813  -0.736
O  2.90730  -4.12308  2.57175  -0.451
C  4.02089  -4.89780  2.15363  -0.378
C  4.61299  -5.64184  3.33802  -1.117
O  1.35792  -2.35311  2.55167  -0.182
C  0.55276  -3.40639  2.04713  -0.130
C  0.07037  -4.33223  3.15062  -1.038
H  1.86069  -0.00262  3.85356  0.123
H  1.66248  0.49459  5.54340  0.549
H  0.62796  -0.77676  4.84592  -0.005
H  3.66637  -1.02467  5.23604  0.303
H  2.45622  -1.69594  6.33312  0.345
H  4.76656  -4.28505  1.63663  0.363
H  3.65602  -5.62605  1.42186  0.346
H  4.88233  -4.96214  4.15334  0.287
H  5.50485  -6.20020  3.04115  0.385
H  3.87993  -6.34393  3.75017  0.280
H  1.06490  -3.94712  1.24102  0.259
H  -0.32120  -2.93939  1.58294  0.367
H  0.89113  -4.77406  3.72102  0.229
H  -0.53406  -5.14493  2.73359  0.397
H  -0.54281  -3.77760  3.86937  0.254

---

Entry 2:
A cluster of 4 separate species, C21H52N4O in total at a distorted geometry. Source: the OMol25 dataset; level of theory: the ωB97M-V functional and the def2-TZVPD basis.

Properties
LUMO level (spin up / spin down): -2.62 / -7.67 eV
Frontier orbital gap (spin up / spin down): 0.2699 / 0.0841 Eh
HOMO (spin up / spin down): -9.96 / -9.96 eV
2S+1: 2
Total energy: -1125.13956 Eh
Charge: +1

Last column: Mulliken charge in e.
Positions of all 78 atoms, in Å:
C  -5.07914  -4.10638  4.95111  -1.336
C  -4.23330  -3.70514  3.65231  -0.328
N  -2.80125  -4.00731  3.72154  0.392
C  -2.15418  -3.70078  2.43796  -0.650
C  -2.37017  -2.26230  1.91990  -1.343
C  -2.43673  -5.37323  4.07299  -0.590
C  -2.32727  -5.70770  5.60233  -1.208
H  -6.07679  -3.67070  4.89662  0.400
H  -4.62807  -3.84462  5.90825  0.366
H  -5.18019  -5.19122  4.91942  0.357
H  -4.73232  -4.00550  2.73097  0.391
H  -4.29891  -2.61750  3.68145  0.361
H  -1.07124  -3.81965  2.47294  0.477
H  -2.45119  -4.46173  1.71628  0.452
H  -2.24782  -1.51153  2.70060  0.470
H  -1.50240  -1.96826  1.32945  0.347
H  -3.29563  -2.10797  1.36510  0.464
H  -1.48333  -5.54097  3.57200  0.521
H  -3.03555  -6.05644  3.47070  0.445
H  -1.97829  -4.79351  6.08248  0.332
H  -1.67189  -6.53233  5.88259  0.388
H  -3.31890  -6.01588  5.93371  0.299
C  1.65655  1.43905  -0.38037  -0.801
C  0.56144  0.97391  0.65377  -0.918
N  -0.42057  2.07882  0.93732  0.817
C  -1.66323  1.58593  1.63386  -0.928
C  -2.54610  0.88741  0.51409  -1.112
C  0.20764  3.01505  1.87194  -0.878
C  0.10655  4.40652  1.35044  -1.233
H  1.31854  1.57361  -1.40786  0.152
H  2.45487  0.71277  -0.53299  0.226
H  1.97969  2.46454  -0.20134  0.390
H  0.01338  0.10031  0.30088  0.170
H  0.90787  0.62207  1.62551  0.450
H  -1.51132  0.87218  2.44355  0.404
H  -2.24457  2.36171  2.13217  0.529
H  -3.17968  1.65895  0.07661  0.352
H  -2.00168  0.44773  -0.32162  0.230
H  -3.19670  0.08144  0.85356  0.304
H  1.24804  2.70803  1.97867  0.417
H  -0.10118  2.95769  2.91571  0.501
H  0.07483  4.50855  0.26569  0.141
H  0.95485  5.02522  1.64322  0.435
H  -0.71483  4.93440  1.83497  0.362
C  5.97116  0.79227  -5.21166  -1.115
C  4.40689  0.78777  -4.74263  -0.775
N  4.50975  0.33432  -3.37120  0.212
C  4.77442  1.53575  -2.50537  -0.404
C  5.65201  0.96946  -1.34793  -1.295
C  3.28505  -0.32803  -2.96508  -0.015
C  3.10914  -1.70876  -3.68112  -1.332
H  5.99756  0.82713  -6.30078  0.436
H  6.62998  -0.02166  -4.90906  0.279
H  6.30606  1.75724  -4.83117  0.277
H  3.83294  1.65536  -5.06814  0.335
H  3.83791  0.14912  -5.41827  0.439
H  5.21912  2.32480  -3.11179  0.494
H  3.81185  1.80581  -2.07106  0.133
H  5.18834  0.21409  -0.71349  0.268
H  6.48404  0.36542  -1.70980  0.390
H  6.10096  1.80544  -0.81155  0.393
H  2.45910  0.33408  -3.22490  0.229
H  3.35393  -0.50997  -1.89258  0.082
H  3.98738  -2.08786  -4.20369  0.333
H  2.43950  -1.48075  -4.51040  0.303
H  2.77239  -2.49185  -3.00182  0.379
C  -1.60883  1.90756  -3.57270  -1.027
C  -2.55283  2.89845  -2.87131  0.860
O  -3.63498  3.18504  -3.31014  -0.646
N  -1.96805  3.46415  -1.82462  -0.028
C  -2.53281  4.52060  -1.03968  -1.073
H  -0.55436  2.17427  -3.50144  0.267
H  -1.72907  2.05548  -4.64590  0.367
H  -1.79282  0.92728  -3.13305  0.212
H  -1.04249  3.13265  -1.59322  0.042
H  -2.07917  5.50571  -0.93081  0.366
H  -2.55468  4.14829  -0.01547  0.220
H  -3.60921  4.63612  -1.16662  0.376

---

Question: Which of these has the lowest total energy?
Answer: C21H51FI2NO14P3S